Density functional theory data (wB97M-V/def2-TZVPD) for 6 unconnected molecules or ions with the total composition C41H91N7O6 in a non-equilibrium geometry.

```
145
Properties=species:S:1:pos:R:3:mulliken_charge:R:1
C 1.347 0.172 4.571 -1.94
C -0.153 0.446 4.790 1.69
C -0.455 1.872 4.328 -1.58
C -0.940 -0.549 3.929 -0.25
C -2.373 -0.665 4.394 -0.92
C -2.417 -1.186 5.813 -1.27
C -1.717 -0.239 6.787 1.44
C -2.678 0.931 7.076 -1.72
C -1.430 -1.014 8.071 -1.78
N -0.480 0.254 6.198 0.49
O 0.165 1.250 6.990 -0.50
H 1.600 -0.771 5.056 0.59
H 1.430 0.057 3.489 0.16
H 1.969 0.991 4.924 0.40
H 0.076 2.566 4.991 0.52
H -0.034 2.161 3.361 0.13
H -1.512 2.123 4.417 0.31
H -0.896 -0.176 2.903 -0.39
H -0.473 -1.535 4.012 0.39
H -2.977 0.241 4.261 0.35
H -2.908 -1.336 3.708 0.40
H -1.902 -2.157 5.787 0.37
H -3.425 -1.479 6.110 0.51
H -3.615 0.613 7.532 0.42
H -2.886 1.438 6.131 0.35
H -2.218 1.685 7.716 0.36
H -2.360 -1.221 8.606 0.37
H -0.703 -0.562 8.743 0.36
H -1.085 -2.023 7.816 0.39
H 0.683 0.678 7.563 0.37
C -7.810 -1.598 -2.592 -2.15
C -6.967 -0.481 -1.970 1.72
C -7.944 0.478 -1.283 -1.81
C -5.995 -1.113 -0.978 -1.30
C -4.891 -0.155 -0.509 -0.70
C -4.177 0.454 -1.705 -0.26
C -5.059 0.975 -2.832 2.00
C -5.588 2.381 -2.454 -1.81
C -4.202 1.134 -4.077 -1.97
N -6.173 0.079 -3.068 0.28
O -6.949 0.500 -4.156 -0.49
H -8.430 -2.157 -1.897 0.43
H -8.476 -1.160 -3.343 0.49
H -7.202 -2.251 -3.227 0.41
H -8.272 1.240 -2.003 0.40
H -8.886 -0.002 -1.018 0.43
H -7.558 1.065 -0.449 0.29
H -6.547 -1.506 -0.123 0.40
H -5.511 -1.942 -1.503 0.38
H -5.294 0.633 0.131 0.33
H -4.232 -0.825 0.047 0.43
H -3.474 -0.300 -2.089 0.24
H -3.526 1.255 -1.348 -0.38
H -6.266 2.407 -1.605 0.33
H -6.098 2.824 -3.311 0.42
H -4.744 3.039 -2.221 0.34
H -4.703 1.727 -4.847 0.43
H -4.097 0.152 -4.551 0.49
H -3.234 1.590 -3.885 0.24
H -6.826 -0.182 -4.824 0.35
C 4.458 -5.293 1.933 -1.89
C 3.972 -3.854 2.137 1.59
C 2.450 -3.921 2.281 -1.93
C 4.499 -3.297 3.475 -0.78
C 5.979 -2.929 3.366 -0.82
C 6.266 -1.996 2.216 -1.16
C 5.660 -2.416 0.856 1.40
C 5.617 -1.147 -0.002 -1.96
C 6.581 -3.422 0.181 -1.71
N 4.304 -2.895 1.101 1.09
O 3.675 -3.233 -0.126 -0.67
H 5.543 -5.380 1.826 0.33
H 4.238 -5.944 2.778 0.43
H 4.102 -5.662 0.969 0.35
H 2.110 -4.325 3.232 0.46
H 2.032 -2.913 2.160 0.15
H 1.987 -4.485 1.466 0.36
H 3.892 -2.421 3.715 0.01
H 4.432 -4.096 4.214 0.49
H 6.371 -2.608 4.334 0.42
H 6.509 -3.885 3.244 0.34
H 7.351 -1.957 2.058 0.38
H 6.018 -0.955 2.442 0.44
H 5.109 -0.251 0.338 0.13
H 5.246 -1.410 -0.996 0.42
H 6.673 -0.920 -0.188 0.61
H 6.106 -3.828 -0.722 0.37
H 6.771 -4.323 0.757 0.31
H 7.500 -2.959 -0.176 0.46
H 2.901 -2.664 -0.140 0.06
C 0.735 3.992 -2.555 -1.87
C 0.625 3.162 -1.280 1.91
C 0.809 4.076 -0.062 -1.84
C -0.805 2.582 -1.226 -1.48
C -0.863 1.448 -0.212 0.29
C 0.153 0.358 -0.423 -0.63
C 1.591 0.892 -0.533 2.55
C 2.214 0.979 0.853 -1.42
C 2.347 -0.191 -1.299 -0.44
N 1.654 2.110 -1.338 0.83
O 2.958 2.654 -1.348 -0.46
H 1.760 4.359 -2.691 0.48
H 0.513 3.413 -3.449 0.05
H 0.172 4.921 -2.440 0.42
H 1.811 4.492 0.052 0.37
H 0.077 4.885 -0.006 0.54
H 0.621 3.524 0.865 0.27
H -1.340 3.373 -0.698 0.41
H -1.242 2.309 -2.182 0.01
H -0.744 1.869 0.797 -0.41
H -1.858 1.005 -0.093 0.40
H -0.072 -0.223 -1.321 -0.32
H 0.145 -0.367 0.396 0.56
H 3.245 1.353 0.867 0.39
H 2.236 0.027 1.386 -0.25
H 1.740 1.661 1.575 0.25
H 2.265 -1.194 -0.895 -0.78
H 3.407 0.066 -1.361 0.45
H 1.998 -0.222 -2.333 -0.27
H 3.141 2.864 -0.421 0.32
C -0.518 -2.363 -3.505 -0.95
O -0.120 -1.035 -3.715 0.14
C -0.430 -0.430 -4.941 -1.00
C 0.774 -0.226 -5.846 1.03
C 1.516 1.066 -5.437 -1.04
N 0.222 0.011 -7.181 -0.74
H -0.016 -2.881 -2.693 0.19
H -0.414 -2.929 -4.439 0.44
H -1.596 -2.376 -3.277 0.28
H -1.163 -1.037 -5.493 0.43
H -0.900 0.526 -4.707 0.05
H 1.504 -1.043 -5.839 0.31
H 2.069 1.534 -6.248 0.44
H 2.134 0.833 -4.566 0.05
H 0.782 1.793 -5.083 -0.04
H 0.892 0.288 -7.885 0.23
H -0.263 -0.803 -7.541 0.20
N 3.116 5.107 -5.669 -0.32
C 4.038 4.101 -5.538 0.58
N 3.983 3.406 -4.362 -0.22
O 4.824 3.805 -6.420 -0.66
H 3.208 5.709 -6.463 0.18
H 2.381 5.198 -4.994 0.19
H 4.518 2.563 -4.263 0.17
H 3.310 3.566 -3.634 0.07
```

Its SMILES is CC1(C)CCCC(C)(C)N1O.CC1(C)CCCC(C)(C)N1O.CC1(C)CCCC(C)(C)N1O.CC1(C)CCCC(C)(C)N1O.COC[C@H](C)N.NC(N)=O. The highest occupied orbital energy comes out at -8.3 eV.